# 1
46
Properties=species:S:1:pos:R:3 method="wB97M-V/def2-TZVPD" e_homo_ev="-8.45 / -8.41" spin_multiplicity=2 mol_weight_da=903.99 total_charge=-1 e_above_lowest_ev=0.000
Cu 25.821 4.437 0.041
C 26.713 1.199 1.734
F 26.138 1.021 0.554
F 26.462 0.160 2.519
F 28.026 1.338 1.589
S 25.932 2.758 2.539
O 24.632 2.794 1.913
O 25.956 2.520 3.952
N 26.826 4.080 1.843
S 27.866 4.495 2.966
O 27.260 5.370 3.923
O 28.570 3.321 3.439
C 29.142 5.591 2.017
F 30.039 4.776 1.498
F 28.511 6.293 1.087
F 29.701 6.458 2.846
C 29.104 2.586 -1.523
F 29.862 3.086 -0.568
F 29.858 2.168 -2.529
F 28.380 1.574 -1.067
S 27.962 3.957 -2.177
O 28.203 5.087 -1.302
O 28.218 4.145 -3.591
N 26.378 3.478 -1.689
S 25.786 2.407 -2.773
O 26.794 1.640 -3.499
O 24.778 1.564 -2.176
C 24.874 3.394 -4.101
F 25.403 4.608 -4.219
F 24.935 2.796 -5.262
F 23.617 3.524 -3.710
C 22.240 5.783 -1.674
F 23.253 6.284 -2.359
F 21.426 6.740 -1.318
F 21.645 4.896 -2.417
S 22.910 4.975 -0.062
O 21.835 5.024 0.875
O 23.397 3.692 -0.506
N 24.337 5.817 0.391
S 23.847 7.001 1.271
O 23.059 7.928 0.495
O 23.438 6.630 2.610
C 25.432 8.025 1.507
F 25.080 9.263 1.825
F 26.125 7.516 2.535
F 26.251 7.997 0.450

# 2
17
Properties=species:S:1:pos:R:3 method="wB97M-V/def2-TZVPD" e_homo_ev=-8.00 spin_multiplicity=1 mol_weight_da=98.15 total_charge=0 e_above_lowest_ev=4.042
C 2.303 -0.302 0.263
C 0.915 -0.517 -0.147
C -0.001 -1.380 -0.572
N -1.079 -0.430 -0.426
C -2.197 -0.773 0.395
N -0.195 0.580 0.216
C -0.087 1.988 -0.462
H 2.992 -0.796 -0.391
H 2.512 0.788 0.367
H 2.497 -0.927 1.258
H -0.035 -2.514 -0.760
H -1.883 -1.106 1.404
H -2.787 0.080 0.691
H -2.668 -1.607 -0.182
H 0.591 2.619 0.004
H 0.136 1.841 -1.469
H -1.014 2.455 -0.189

# 3
22
Properties=species:S:1:pos:R:3 method="wB97M-V/def2-TZVPD" e_homo_ev=-9.20 spin_multiplicity=1 mol_weight_da=147.24 total_charge=0 e_above_lowest_ev=1.163
C 2.377 1.341 0.625
C 0.987 0.719 0.651
C 0.015 1.472 -0.254
C -1.389 0.861 -0.213
C -1.379 -0.524 -0.752
N -1.808 -1.487 -0.061
C -1.766 -2.814 -0.527
O -1.338 -2.967 -1.834
S -0.603 -3.725 0.633
H 2.338 2.377 0.955
H 3.052 0.797 1.281
H 2.786 1.320 -0.383
H 1.047 -0.323 0.330
H 0.604 0.726 1.674
H 0.388 1.454 -1.281
H -0.041 2.516 0.062
H -1.771 0.847 0.808
H -2.060 1.464 -0.831
H -0.981 -0.650 -1.761
H -2.753 -3.270 -0.356
H -1.319 -3.903 -2.062
H -0.959 -3.033 1.704

# 4
8
Properties=species:S:1:pos:R:3 method="wB97M-V/def2-TZVPD" e_homo_ev="-13.19 / -15.84" spin_multiplicity=3 mol_weight_da=129.60 total_charge=+1 e_above_lowest_ev=0.000
C -0.879 0.583 0.203
C -1.577 1.083 -0.660
H -2.298 1.447 -1.371
O 0.218 -2.286 -0.163
C 0.701 -1.323 0.368
C 0.418 0.040 0.535
H 0.944 0.536 1.367
Cu 2.473 -0.080 -0.279

# 5
83
Properties=species:S:1:pos:R:3 method="wB97M-V/def2-TZVPD" e_homo_ev=-7.27 spin_multiplicity=1 mol_weight_da=740.59 total_charge=0 e_above_lowest_ev=0.361
In -0.153 0.046 0.077
O -1.448 -4.234 -3.255
C -2.645 -3.725 -2.912
C -3.766 -4.212 -3.585
C -5.027 -3.742 -3.274
C -5.203 -2.771 -2.289
C -4.095 -2.274 -1.633
C -2.809 -2.734 -1.926
C -1.665 -2.139 -1.199
O -1.891 -1.141 -0.411
N -0.477 -2.658 -1.422
N 0.499 -1.966 -0.707
C 1.620 -2.567 -0.571
C 2.744 -2.082 0.199
C 3.985 -2.705 -0.013
C 5.109 -2.346 0.692
C 4.987 -1.342 1.669
C 3.777 -0.738 1.921
C 2.601 -1.088 1.205
O 1.476 -0.508 1.492
H -0.777 -3.807 -2.667
H -3.614 -4.963 -4.351
H -5.885 -4.133 -3.809
H -6.193 -2.407 -2.046
H -4.193 -1.507 -0.876
H 1.721 -3.533 -1.066
H 4.047 -3.486 -0.765
H 6.055 -2.838 0.514
H 5.861 -1.043 2.238
H 3.679 0.025 2.686
C 1.548 4.224 1.419
C 1.300 2.831 0.926
N 0.472 2.006 1.422
N -0.238 2.306 2.535
C -1.119 1.409 3.049
N -1.760 1.858 4.142
S -1.437 -0.097 2.411
C 2.133 2.300 -0.200
C 3.247 2.991 -0.634
C 4.075 2.413 -1.590
C 3.763 1.167 -2.084
C 2.605 0.551 -1.629
N 1.811 1.103 -0.715
H 0.761 4.588 2.075
H 1.587 4.906 0.569
H 2.499 4.290 1.953
H -0.167 3.219 2.949
H -1.465 2.680 4.639
H -2.380 1.220 4.608
H 3.491 3.960 -0.221
H 4.956 2.940 -1.936
H 4.384 0.674 -2.818
H 2.294 -0.409 -2.020
C 0.170 0.026 -3.583
C -0.213 1.453 -3.960
C 0.894 2.476 -3.680
C -1.534 1.937 -3.381
C -2.437 2.426 -4.325
C -3.638 3.009 -3.973
C -3.933 3.096 -2.627
C -3.078 2.612 -1.641
C -3.574 2.783 -0.219
C -2.597 3.609 0.629
C -3.965 1.439 0.393
C -1.837 2.011 -1.993
O -0.907 1.692 -1.049
H 1.087 -0.288 -4.091
H -0.622 -0.676 -3.852
H 0.333 -0.060 -2.519
H -0.360 1.439 -5.040
H 1.000 2.639 -2.607
H 0.638 3.435 -4.137
H 1.854 2.150 -4.093
H -2.164 2.361 -5.374
H -4.316 3.395 -4.724
H -4.869 3.552 -2.315
H -4.496 3.362 -0.290
H -1.592 3.195 0.543
H -2.908 3.619 1.682
H -2.569 4.643 0.274
H -3.167 0.713 0.305
H -4.826 1.027 -0.139
H -4.235 1.541 1.450

# 6
73
Properties=species:S:1:pos:R:3 method="wB97M-V/def2-TZVPD" e_homo_ev=-9.98 spin_multiplicity=1 mol_weight_da=719.51 total_charge=0
O 0.124 -0.625 -0.684
C -0.763 -0.391 -1.529
O -1.727 -1.267 -1.863
C -0.823 0.893 -2.284
C -1.939 1.200 -3.283
C -3.420 1.176 -2.849
C -4.271 0.079 -3.462
C -5.531 -0.212 -2.690
Br -5.330 -1.599 -1.338
C -6.072 1.053 -2.056
S -4.933 1.795 -0.900
O -4.929 3.218 -1.162
O -5.196 1.252 0.413
O -3.558 1.177 -1.399
H -1.697 -1.989 -1.214
H 0.116 0.911 -2.832
H -0.743 1.690 -1.554
H -1.741 2.215 -3.609
H -1.843 0.576 -4.165
H -3.840 2.114 -3.204
H -3.720 -0.831 -3.654
H -4.585 0.469 -4.429
H -6.267 -0.614 -3.373
H -6.967 0.881 -1.472
H -6.240 1.791 -2.833
O 2.829 2.051 -0.616
C 2.836 1.927 0.595
C 1.759 1.189 1.296
C 1.769 1.061 2.621
C 2.856 1.652 3.443
O 2.868 1.544 4.651
C 3.937 2.387 2.734
C 3.929 2.513 1.411
H 0.985 0.768 0.663
H 0.999 0.530 3.159
H 4.719 2.805 3.355
H 4.705 3.039 0.870
O -0.658 -3.861 0.040
C 0.484 -4.201 0.275
C 1.638 -3.385 -0.175
C 2.890 -3.756 0.072
C 3.185 -5.009 0.814
O 4.322 -5.357 1.043
C 2.027 -5.826 1.268
C 0.775 -5.452 1.019
H 1.379 -2.481 -0.711
H 3.747 -3.175 -0.245
H 2.267 -6.733 1.807
H -0.083 -6.030 1.339
O 6.446 0.461 -0.198
C 6.659 0.680 -1.371
C 7.959 0.325 -1.997
C 8.191 0.570 -3.283
C 7.161 1.207 -4.146
O 7.376 1.426 -5.318
C 5.864 1.559 -3.517
C 5.629 1.314 -2.231
H 8.692 -0.137 -1.348
H 9.129 0.323 -3.765
H 5.130 2.022 -4.165
H 4.690 1.559 -1.749
O -6.153 2.273 6.141
C -5.367 1.517 5.614
C -5.483 1.156 4.178
C -4.619 0.324 3.605
C -3.508 -0.276 4.377
O -2.729 -1.040 3.850
C -3.383 0.081 5.812
C -4.247 0.915 6.385
H -6.301 1.609 3.632
H -4.676 0.054 2.558
H -2.559 -0.372 6.349
H -4.182 1.195 7.429